(1)
Entry from the OMol25 dataset: C17H19N5O3 in the gas phase at a distorted geometry (ωB97M-V/def2-TZVPD).

Positions of all 44 atoms, in Å:
C -0.22346 1.56854 -0.02346
C -0.60822 0.66792 1.05059
C 1.14072 2.25195 0.19227
C 2.33106 1.48459 -0.25198
C 3.10004 1.75746 -1.43764
C 2.96386 0.38265 0.32001
C 4.04127 -0.07707 -0.46178
C 2.94352 -0.11912 1.69452
C 4.67358 -1.31882 -0.16900
C 3.64102 -1.34521 1.98759
C 4.47810 -1.92824 1.09731
C -1.52452 -1.19034 -0.38736
C -0.27263 -1.37891 -1.19334
C -2.52466 -0.63725 -1.33194
C -3.77480 -0.47394 -0.36247
C -4.45575 0.73078 -0.15271
C -5.68772 -0.92785 0.55401
H -1.84493 2.43174 -0.76091
H -1.59064 2.71651 0.91025
H -0.18356 1.14336 -1.02056
H 1.29808 2.41859 1.29202
H 1.23591 3.17257 -0.29584
H 3.04629 2.66855 -2.04127
H 4.59662 0.69380 -2.50962
H 2.13496 0.20729 2.36843
H 5.31369 -1.81825 -0.87056
H 3.58625 -1.86346 2.92250
H 4.91404 -2.89202 1.15318
H -1.66126 -0.85233 1.70212
H -1.68982 -2.24206 -0.15164
H -2.10558 0.39897 -1.49344
H -2.76408 -1.20435 -2.20768
H -4.17890 1.69116 -0.49088
H -6.71777 -1.37794 0.73087
H -6.46132 1.06891 0.64753
H 0.43096 -1.69586 0.52256
N -1.16316 2.65219 -0.02399
N 4.04952 0.76980 -1.64390
N -1.26495 -0.52828 0.80221
N -4.59151 -1.52230 0.00104
N -5.59023 0.46292 0.47626
O -0.48384 1.03038 2.21211
O -0.20973 -1.29764 -2.41523
O 0.83295 -1.50627 -0.35140

Multiplicity: 1
Energy above the lowest of the compared OMol25 structures with the same formula, charge and spin: 352.1 kJ/mol
Frontier orbital gap: 0.2861 Ha
Charge: 0
Structure (SMILES): N[C@@H](Cc1c[nH]c2ccccc12)C(=O)N[C@@H](Cc1c[nH]cn1)C(=O)O
Electronic energy: -31528.657 eV

---

(2)
Entry from the OMol25 dataset: a molecular structure, C27H23N6O4Tl at a distorted geometry (ωB97M-V/def2-TZVPD).

Positions of all 61 atoms, in Å:
Tl 1.14286 0.73039 -0.79397
O 5.46716 2.72889 -1.33687
C 4.51796 2.00169 -0.72437
O 4.15146 0.92929 -1.14097
C 3.97096 2.66869 0.47773
C 4.59836 3.77599 1.07303
C 3.98306 4.35859 2.16553
C 2.80666 3.81749 2.65913
C 2.27976 2.67699 2.02773
N 2.84926 2.14709 0.95223
C 1.06206 1.95419 2.48323
O 0.60406 2.24699 3.71373
O 0.49806 1.12329 1.81483
H 5.78286 2.26599 -2.12897
H 5.52806 4.15439 0.68423
H 4.41176 5.23159 2.63103
H 2.30876 4.29319 3.49113
H 1.14856 2.90079 4.17123
C -6.50174 -0.26791 0.70463
C -5.02914 -0.40771 0.45413
C -4.48344 -1.63351 0.07873
C -3.14834 -1.74771 -0.20657
C -2.24994 -0.64781 -0.16557
N -0.95394 -0.81201 -0.48127
C -0.61184 -1.79551 -1.36267
C -1.36294 -2.00191 -2.54027
C -1.00394 -2.92611 -3.48917
C 0.13366 -3.71091 -3.32977
C 0.55526 -4.67501 -4.39737
C 0.88196 -3.53971 -2.17537
C 0.53296 -2.61221 -1.20017
N 1.33316 -2.54641 -0.03977
C 1.87606 -3.59291 0.61443
C 2.63726 -3.08231 1.64363
C 2.49106 -1.69781 1.52983
N 1.70436 -1.39681 0.51373
C -2.80144 0.57109 0.31013
C -4.16164 0.66259 0.59443
N -2.04084 1.74559 0.47653
C -2.24984 2.66989 1.43573
C -1.38704 3.71499 1.19173
C -0.68674 3.32959 0.04993
N -1.09254 2.13789 -0.36617
H -7.04784 -1.05531 0.18873
H -6.86534 0.69539 0.35163
H -6.72464 -0.34501 1.77023
H -5.12304 -2.50301 0.00963
H -2.74614 -2.71321 -0.47767
H -2.23314 -1.38081 -2.69567
H -1.61224 -3.04231 -4.37517
H -0.24514 -4.81201 -5.12077
H 0.81396 -5.64431 -3.97527
H 1.42886 -4.29091 -4.92567
H 1.77286 -4.13471 -2.03597
H 1.68726 -4.60691 0.32453
H 3.21146 -3.62811 2.36463
H 2.91916 -0.92361 2.13443
H -4.56864 1.61799 0.89693
H -2.96394 2.54259 2.22473
H -1.27604 4.61689 1.75623
H 0.08076 3.86469 -0.47877

Multiplicity: 1
Energy above the lowest of the compared OMol25 structures with the same formula, charge and spin: 23.5 kJ/mol
Frontier orbital gap: 0.1741 Ha
Charge: 0
Electronic energy: -50196.120 eV

---

(3)
Entry from the OMol25 dataset: a molecular structure, CHBr2IO2S at a distorted geometry (ωB97M-V/def2-TZVPD).

Positions of all 8 atoms, in Å:
C -1.94469 -0.14307 -1.30663
O -1.90520 2.55477 -2.29338
O -0.51302 0.81728 -3.31504
S -1.27027 1.28856 -2.21015
Br -2.63718 0.63632 0.35389
Br -3.35583 -0.23566 -2.53100
I 0.99065 1.26697 -0.28726
H 0.67507 -0.18435 -0.55450

Multiplicity: 1
Energy above the lowest of the compared OMol25 structures with the same formula, charge and spin: 317.9 kJ/mol
Frontier orbital gap (spin up / spin down): 0.2535 / 0.2534 Ha
Charge: 0
Electronic energy: -164164.292 eV